# C9H10N4O2

A 2-piece molecular cluster, C9H10N4O2 overall in a non-equilibrium geometry (ωB97M-V/def2-TZVPD, OMol25).

## Properties
- SMILES string = [O-][N+]#Cc1cccnc1.CC(=O)/C=N/N
- E_LUMO (eV) = 0.213

The geometry in ORCA input format:
```
! RIJCOSX wB97M-V def2-TZVPD def2/J DEFGRID3
* xyz 0 1
C -2.13 1.29 2.00
C -1.82 0.02 1.43
C -1.32 1.86 2.93
C 0.25 0.23 2.72
C -0.51 -0.44 1.74
C -0.05 -1.68 1.29
C 0.84 0.88 -1.20
C 1.56 -0.24 -1.73
C -0.52 1.22 -1.69
N -0.16 1.38 3.24
N 0.55 -2.56 0.79
N 1.09 -0.94 -2.73
N 1.76 -1.92 -3.30
O 1.46 1.65 -0.48
O 1.16 -3.34 0.18
H -3.04 1.82 1.70
H -2.45 -0.45 0.78
H -1.64 2.81 3.36
H 1.07 -0.40 2.94
H 2.53 -0.39 -1.29
H -1.18 1.88 -1.07
H -1.05 0.17 -1.80
H -0.46 1.62 -2.65
H 2.68 -2.13 -2.97
H 1.39 -2.33 -4.20
*
```

# C9H10N4OS

A 2-piece molecular cluster, C9H10N4OS overall in a non-equilibrium geometry (ωB97M-V/def2-TZVPD, OMol25).

## Properties
- E_LUMO (spin up / spin down) (eV) = -0.899 / -0.973

The geometry in ORCA input format:
```
! RIJCOSX wB97M-V def2-TZVPD def2/J DEFGRID3
* xyz 0 1
C -0.14 3.01 -1.81
C 0.37 3.04 -0.52
C -0.88 1.87 -1.95
C 0.06 1.76 0.03
C -1.23 -3.87 -0.25
C 1.78 2.06 1.67
C 2.21 1.27 2.66
C -0.26 -3.83 -1.17
C -1.72 -2.51 0.15
N -0.87 1.14 -0.86
N 0.77 1.27 1.05
N -0.58 -1.71 -0.20
N 0.66 0.02 1.59
O 1.51 0.10 2.63
S 0.27 -2.27 -1.56
H -0.24 3.89 -2.38
H 1.15 3.58 -0.14
H -1.46 1.53 -2.82
H -1.65 -4.73 0.25
H 2.17 2.98 1.26
H 3.10 1.43 3.27
H 0.21 -4.72 -1.60
H -2.68 -2.23 -0.40
H -1.71 -2.39 1.28
H -0.83 -0.69 -0.18
*
```

# C9H10NO2P

One molecule with the formula C9H10NO2P in a non-equilibrium geometry (ωB97M-V/def2-TZVPD, OMol25).

## Properties
- SMILES string = C=POc1ccccc1NC(C)=O
- E_LUMO (eV) = 0.215

The geometry in ORCA input format:
```
! RIJCOSX wB97M-V def2-TZVPD def2/J DEFGRID3
* xyz 0 1
C 0.96 2.19 -1.02
C 2.13 1.40 -1.13
C -0.23 1.54 -0.64
C 2.27 0.07 -0.85
C -0.20 0.20 -0.42
C 1.02 -0.49 -0.44
C -2.21 -0.30 0.91
C -1.67 0.71 1.89
C 1.00 -3.84 1.28
N -1.31 -0.59 -0.08
O -3.32 -0.77 0.98
O 0.97 -1.71 0.19
P 1.64 -3.16 -0.11
H 0.95 3.34 -1.06
H 3.06 1.89 -1.44
H -1.13 2.18 -0.58
H 3.16 -0.50 -0.91
H -0.59 0.90 1.74
H -1.72 0.24 2.79
H -2.43 1.47 1.82
H 1.14 -4.92 1.47
H -1.70 -1.13 -0.81
H 0.70 -3.09 2.00
*
```

# C9H10NO3S

A 2-piece molecular cluster, C9H10NO3S overall in a non-equilibrium geometry (ωB97M-V/def2-TZVPD, OMol25).

## Properties
- E_LUMO (spin up / spin down) (eV) = 3.062 / 2.875

The geometry in ORCA input format:
```
! RIJCOSX wB97M-V def2-TZVPD def2/J DEFGRID3
* xyz -1 1
C -3.19 1.58 -0.52
C -3.24 0.21 -0.56
C -2.08 2.13 0.06
C -2.11 -0.56 -0.31
C -0.97 1.40 0.41
C -0.93 0.01 0.23
C 0.19 -0.70 0.72
C 0.73 -1.97 0.47
C 3.91 0.16 -0.90
N -0.05 -2.89 1.16
O 1.68 1.90 -0.78
O 1.69 -2.27 -0.18
O 2.81 1.30 1.38
S 2.35 0.86 0.07
H -3.97 2.08 -0.93
H -4.22 -0.27 -0.87
H -1.96 3.18 0.25
H -2.19 -1.59 -0.37
H -0.21 1.89 1.04
H 3.83 -0.94 -0.98
H 4.15 0.62 -1.79
H 4.71 0.32 -0.24
H -0.95 -2.56 1.41
H 0.02 -3.89 1.24
*
```

# C9H10O3

One molecule with the formula C9H10O3 in a non-equilibrium geometry (ωB97M-V/def2-TZVPD, OMol25).

## Properties
- SMILES string = CC(=O)O[C@H](O)c1ccccc1
- E_LUMO (eV) = 0.675

The geometry in ORCA input format:
```
! RIJCOSX wB97M-V def2-TZVPD def2/J DEFGRID3
* xyz 0 1
C 3.09 0.91 -0.04
C 2.03 0.86 -0.99
C 2.82 -0.16 0.81
C 0.93 0.07 -0.98
C 1.65 -0.89 1.01
C 0.61 -0.82 0.03
C -0.48 -1.80 -0.13
C -1.97 0.10 -0.15
C -2.75 1.20 -1.00
O -1.30 0.46 0.78
O -0.42 -2.67 0.88
O -1.93 -1.23 -0.59
H 4.03 1.47 -0.04
H 2.12 1.46 -1.89
H 3.59 -0.36 1.53
H 0.13 0.13 -1.80
H 1.80 -1.55 1.91
H -2.08 1.70 -1.71
H -3.30 1.68 -0.25
H -3.58 0.85 -1.54
H -1.24 -2.55 1.38
H -0.33 -2.47 -0.93
*
```

# C9H10O4

C9H10O4 as an isolated structure in a non-equilibrium geometry (ωB97M-V/def2-TZVPD, OMol25).

## Properties
- E_LUMO (eV) = 0.574

The geometry in ORCA input format:
```
! RIJCOSX wB97M-V def2-TZVPD def2/J DEFGRID3
* xyz 0 1
C 3.80 0.47 -0.04
C 1.70 -0.89 -0.59
C 1.23 -2.28 -0.60
C -0.04 -2.75 -0.46
C -0.93 -1.69 0.13
C -0.52 -0.44 0.41
C -2.64 0.72 0.74
C -2.53 2.13 0.16
C 0.69 0.15 -0.12
H 4.24 -0.01 1.14
H 3.01 1.40 0.23
H 4.68 0.90 -0.93
H 1.86 -3.10 -0.97
H -0.52 -3.63 -0.98
H -1.75 -2.03 0.73
H -3.09 -0.10 0.12
H -3.49 0.81 1.39
H -3.02 3.86 -0.34
H 0.90 1.28 0.01
O 2.92 -0.51 -0.87
O -1.45 0.10 1.34
O -3.59 2.83 -0.40
O -1.48 2.78 -0.10
*
```

| no. | DFT total energy (Ha) |
| --- | --- |
| 1 | -718.2785 |
| 2 | -1041.1528 |
| 3 | -895.4865 |
| 4 | -1027.5225 |
| 5 | -574.5733 |
| 6 | -649.6643 |